Below is a molecular structure, C16H15N8O2SSc in a non-equilibrium geometry, with properties calculated with the ωB97M-V functional and the def2-TZVPD basis.

As for the calculated total energy: -2365.7493 hartree.

Geometry as ORCA input:
```
! RIJCOSX wB97M-V def2-TZVPD def2/J DEFGRID3
* xyz 2 1
Sc 10.5788 10.9424 6.0072
N 15.6487 14.0682 11.1192
C 15.0682 13.1966 10.2422
C 15.3855 13.2951 8.8378
C 14.8416 12.4253 7.8798
C 13.8391 11.5626 8.3239
C 13.4378 11.4701 9.6627
C 14.0234 12.2653 10.6266
S 13.0838 10.5479 7.1585
O 13.7925 9.3081 7.0246
O 11.6769 10.4350 7.6850
N 12.9738 11.2232 5.7279
C 12.7071 12.5191 5.3353
N 13.6956 13.3083 4.8610
C 13.3499 14.5209 4.4759
C 12.0260 14.9459 4.3542
C 11.0284 14.0723 4.7116
N 11.3839 12.8320 5.2582
H 16.4417 14.6329 10.8911
H 15.3984 14.0231 12.1324
H 16.0233 14.1427 8.5863
H 15.1528 12.3580 6.8663
H 12.7345 10.6721 9.9262
H 13.7280 12.2008 11.6856
H 14.2173 15.1356 4.2778
H 11.7614 15.9274 3.9375
H 9.9854 14.2683 4.5437
N 6.9302 9.1762 5.1940
C 6.2820 10.0943 6.0119
C 7.2098 10.9693 6.4491
N 8.4894 10.5519 6.0120
C 8.2724 9.4093 5.3113
C 9.4400 8.6941 4.6843
N 10.7022 9.1536 4.9070
C 11.5526 8.2534 4.2387
C 10.8064 7.3464 3.5836
N 9.4650 7.6600 3.8115
H 6.4803 8.4315 4.6761
H 5.1937 10.0660 6.0597
H 7.0488 11.7874 7.1361
H 12.6439 8.2986 4.3040
H 11.1560 6.4614 3.0819
H 8.6863 7.2221 3.3173
*
```

***

Below is a molecular structure, C16H15NO3S6V, with properties calculated with the ωB97M-V functional and the def2-TZVPD basis.

Its energy above the lowest of the compared OMol25 structures with the same formula, charge and spin is 0.00 kcal/mol. As for the calculated total energy: -4232.5371 hartree.

Geometry as ORCA input:
```
! RIJCOSX wB97M-V def2-TZVPD def2/J DEFGRID3
* xyz -2 4
V 0.3799 2.3133 0.0472
O 3.4658 0.8250 2.3223
C 2.8487 0.9715 1.2571
O 2.1556 1.9920 0.9647
C 3.0200 -0.1284 0.1949
C 4.0433 -1.0354 0.4910
C 4.4093 -2.0651 -0.3536
C 3.7278 -2.1966 -1.5585
C 2.7095 -1.3214 -1.8659
C 2.3066 -0.2792 -1.0119
S 0.8983 0.6011 -1.5791
H 4.5453 -0.8819 1.4367
H 5.2104 -2.7447 -0.0854
H 3.9859 -2.9843 -2.2596
H 2.1665 -1.4321 -2.7967
S -4.2688 7.9911 -1.1565
C -3.2207 6.6670 -1.0491
S -3.7453 5.0546 -0.8107
C -2.1898 4.2879 -0.6714
C -1.1126 5.1239 -0.7474
S 0.5750 4.6939 -0.6508
S -1.5139 6.8059 -0.9708
S -2.1054 2.5572 -0.4807
O -0.2129 0.5945 1.7133
C -0.8925 -0.4062 1.4913
C -0.3305 -1.7932 1.7185
C -0.1471 -2.5727 0.4106
C -1.4236 -3.2092 -0.1285
C -2.4945 -2.1993 -0.5319
C -3.0255 -1.3909 0.6512
N -2.1733 -0.3033 1.0753
H -0.9806 -2.3501 2.4032
H 0.6326 -1.6395 2.2036
H 0.6123 -3.3423 0.5699
H 0.2540 -1.8924 -0.3433
H -1.8484 -3.8825 0.6284
H -1.1693 -3.8334 -0.9900
H -3.3373 -2.7304 -0.9879
H -2.0965 -1.5074 -1.2784
H -3.2217 -2.0678 1.4944
H -3.9817 -0.9341 0.3919
H -2.4549 0.6450 0.8426
*
```

***

Below is a molecular structure, C16H16BN4O10 in a non-equilibrium geometry, with properties calculated with the ωB97M-V functional and the def2-TZVPD basis.

Its energy above the lowest of the compared OMol25 structures with the same formula, charge and spin is 14.36 kcal/mol. As for the calculated total energy: -1615.0541 hartree.

Geometry as ORCA input:
```
! RIJCOSX wB97M-V def2-TZVPD def2/J DEFGRID3
* xyz -1 1
C 6.8328 -0.9123 0.1230
C 5.6288 -0.0968 0.0638
C 5.5821 1.2619 -0.1736
C 4.2288 1.6277 -0.1401
C 3.4941 0.4830 0.1935
B 1.8868 0.7708 0.5817
O 1.1824 0.0666 1.6145
C -0.0904 0.5342 1.3027
C -0.1780 1.5927 0.0789
C -1.5902 1.9240 -0.2095
C 0.3107 0.7165 -1.1073
O 1.6311 0.3764 -0.8349
C 0.7911 2.7676 0.3841
O 1.9710 2.2141 0.8807
O 4.3537 -0.5905 0.2749
H 7.6594 -0.1796 0.1142
H 6.8925 -1.5148 1.0387
H 6.9288 -1.5410 -0.7748
H 6.4184 1.9302 -0.3295
H 3.8203 2.6292 -0.2285
H -0.5845 -0.4225 1.0401
H -0.5805 0.9744 2.1757
H -1.7884 2.1509 -1.2638
H -1.9163 0.7766 0.0120
H -2.0293 2.6158 0.5005
H -0.2692 -0.2289 -1.1538
H 0.1547 1.2258 -2.0723
H 0.9757 3.3156 -0.5613
H 0.3274 3.3867 1.1727
O -5.6136 -4.0452 -1.2999
N -5.2981 -3.4168 -0.2755
O -5.9375 -3.4908 0.8031
C -4.0886 -2.5858 -0.2162
C -3.5960 -2.2332 1.0523
C -2.6729 -1.1866 1.2144
N -2.6239 -0.5495 2.5177
O -3.0558 -1.1889 3.4974
O -2.2154 0.6470 2.6611
C -2.3845 -0.3764 -0.0130
C -2.4343 -1.0839 -1.2944
N -2.3060 -0.5472 -2.5829
O -1.6171 0.3037 -3.1310
O -3.2490 -1.2863 -3.4115
N -4.0169 -2.1115 -2.6594
C -3.4690 -2.0496 -1.4065
H -4.0380 -2.7090 1.9211
H -3.4275 0.0554 -0.0791
*
```

***

Below is a molecular structure, C16H16Br48 in a non-equilibrium geometry, with properties calculated with the ωB97M-V functional and the def2-TZVPD basis.

Its energy above the lowest of the compared OMol25 structures with the same formula, charge and spin is 3.99 kcal/mol. As for the calculated total energy: -124171.7500 hartree.

Geometry as ORCA input:
```
! RIJCOSX wB97M-V def2-TZVPD def2/J DEFGRID3
* xyz 0 1
C 6.8148 -0.5537 2.6195
Br 7.1880 -1.0584 4.4815
Br 7.7189 1.0864 2.2358
Br 4.9916 -0.2631 2.1752
H 7.2312 -1.3471 1.9742
C -7.1715 -0.7658 1.8360
Br -5.3523 -1.1619 2.0891
Br -8.3878 -1.8541 2.8843
Br -7.5250 -0.9135 -0.0080
H -7.3915 0.2509 2.0876
C 0.5626 -2.3996 5.8732
Br -0.1606 -4.0135 6.5901
Br 0.2986 -1.0213 7.1111
Br -0.1685 -2.0448 4.1792
H 1.5804 -2.6720 5.6763
C 1.4191 -0.3456 -5.1354
Br 2.5658 1.1043 -5.3376
Br 2.0872 -1.9957 -5.7204
Br -0.2877 -0.0559 -5.9442
H 1.2144 -0.4763 -4.0840
C -4.1760 5.0428 -1.5760
Br -3.4861 6.7746 -2.1442
Br -5.8788 5.0556 -0.8470
Br -2.9719 4.3755 -0.2926
H -4.1055 4.4290 -2.5079
C 1.0330 6.9084 -0.7428
Br 0.7265 7.2854 -2.5046
Br 0.9019 5.0567 -0.3542
Br -0.2143 7.8661 0.2646
H 2.0715 7.2334 -0.5513
C -1.4722 2.3809 3.8168
Br -0.9915 3.7722 2.7332
Br -3.3500 2.1777 3.6616
Br -1.1118 2.6619 5.6260
H -1.0041 1.4999 3.4118
C 3.5237 2.2701 4.2111
Br 4.6232 1.7566 5.7209
Br 3.0899 4.0559 4.3932
Br 1.9798 1.0356 4.0591
H 4.0678 2.0967 3.2504
C 3.5701 2.7693 -0.7977
Br 2.4971 2.3056 0.7270
Br 4.3284 1.2519 -1.5981
Br 5.0704 3.8206 -0.1608
H 2.9600 3.2867 -1.5138
C -3.1325 -4.7869 1.3130
Br -2.5303 -3.0765 0.6113
Br -5.0607 -4.9586 1.1933
Br -2.4534 -5.1911 2.8758
H -2.8314 -5.5405 0.6038
C -1.2155 3.9666 -3.7435
Br -0.8754 2.2330 -3.0209
Br -2.8038 4.0961 -4.7039
Br 0.3100 4.4512 -4.7906
H -1.3028 4.6517 -2.9193
C 4.3821 -3.9583 -2.5154
Br 6.1543 -3.3853 -2.4745
Br 3.1213 -2.7694 -1.7936
Br 4.1972 -5.7366 -1.8598
H 4.1207 -4.1151 -3.5598
C 2.5656 -5.0403 1.7371
Br 3.2442 -3.3917 2.1107
Br 1.0548 -5.0246 0.5952
Br 2.2732 -6.0525 3.3423
H 3.2911 -5.5713 1.1108
C -5.3439 -0.2305 -2.8164
Br -6.9878 -0.4949 -3.8175
Br -4.9684 1.6343 -2.5197
Br -3.9725 -0.8529 -3.9466
H -5.3958 -0.7358 -1.8915
C -0.2210 0.1291 -0.3696
Br -1.7074 1.0827 0.3687
Br -0.7209 -0.8824 -1.8693
Br 0.7406 -1.0103 0.7929
H 0.5396 0.8351 -0.7195
C -0.7514 -5.4854 -3.8829
Br -1.4296 -3.9194 -4.6610
Br -1.0885 -5.4915 -1.9860
Br 1.0929 -5.6690 -4.3116
H -1.2033 -6.3774 -4.3502
*
```

***

Below is a molecular structure, C16H16BrCuO, with properties calculated with the ωB97M-V functional and the def2-TZVPD basis.

As for the calculated total energy: -4908.9935 hartree.

Geometry as ORCA input:
```
! RIJCOSX wB97M-V def2-TZVPD def2/J DEFGRID3
* xyz 0 1
Cu 2.1094 0.4420 -1.1209
C -3.4098 -1.1244 3.0217
C -2.0197 -1.2043 2.4565
C -1.2263 -0.0714 2.3509
C 0.0503 -0.1116 1.8062
C 0.8356 1.1698 1.7264
C 0.5483 -1.3570 1.3774
C 1.8792 -1.5074 0.8091
O 2.6081 -0.6100 0.3838
C -0.2344 -2.5302 1.4988
C 0.2453 -3.8915 1.0448
C -1.5076 -2.4262 2.0227
H -3.6141 -0.1423 3.4444
H -3.5579 -1.8738 3.8006
H -4.1480 -1.3171 2.2405
H -1.6105 0.8803 2.6999
H 0.3748 1.9244 2.3619
H 0.8560 1.5610 0.7060
H 1.8725 1.0347 2.0305
H 2.2829 -2.5299 0.7833
H 0.5021 -3.9085 -0.0149
H -0.5425 -4.6249 1.2025
H 1.1207 -4.2260 1.6041
H -2.1207 -3.3179 2.1016
Br -0.3496 4.5926 -5.6693
C 0.3803 3.3838 -4.3985
C -0.3997 2.3479 -3.9171
C 0.1466 1.4820 -2.9727
C 1.4541 1.6134 -2.4858
C 2.1965 2.6753 -3.0151
C 1.6809 3.5588 -3.9601
H -1.4154 2.2212 -4.2692
H -0.4871 0.6776 -2.6136
H 3.2192 2.8364 -2.6905
H 2.2807 4.3733 -4.3457
*
```